{
  "formula": "C22H22CuN5OS2",
  "method": "the ωB97M-V functional and the def2-TZVPD basis",
  "fmax_ev_per_a": 1.3,
  "molar_mass_g_mol": 500.1,
  "homo_lumo_gap_ev": [8.1, 7.4],
  "spin_multiplicity": 2,
  "s_squared": 0.755,
  "e_lumo_ev": [-3.19, -3.93],
  "de_lowest_kcal_mol": 7.44,
  "charge": 1,
  "species": ["Cu", "C", "C", "N", "C", "C", "C", "S", "N", "C", "O", "C", "C", "C", "C", "C", "C", "H", "H", "H", "H", "H", "H", "H", "H", "H", "H", "H", "H", "H", "H", "H", "N", "C", "C", "C", "C", "C", "C", "N", "C", "C", "C", "S", "C", "N", "H", "H", "H", "H", "H", "H", "H"],
  "positions_angstrom": [[-0.09030, 0.15830, 0.05340], [5.11160, 3.57160, -1.18460], [4.90610, 3.00960, 0.21790], [4.27660, 1.69880, 0.19410], [5.17400, 0.56180, 0.24230], [5.45240, 0.10610, 1.67180], [2.95390, 1.57910, 0.13140], [2.28550, -0.02320, 0.19390], [2.25070, 2.69370, 0.03970], [0.95290, 2.88420, -0.05560], [0.00770, 2.03800, -0.08780], [0.56820, 4.32160, -0.12000], [-0.76820, 4.67920, -0.29030], [-1.15130, 6.00670, -0.26770], [-0.20370, 7.00270, -0.09250], [1.13430, 6.66030, 0.02900], [1.52020, 5.33280, 0.01460], [5.58420, 4.54730, -1.12080], [4.15360, 3.68180, -1.68420], [5.75110, 2.92050, -1.77610], [4.28470, 3.68730, 0.80440], [5.87050, 2.89850, 0.71540], [6.10730, 0.85950, -0.23880], [4.73530, -0.26220, -0.32410], [5.88230, 0.91120, 2.26300], [6.14810, -0.72810, 1.65930], [4.53050, -0.21960, 2.14310], [-1.49770, 3.90330, -0.45870], [-2.19230, 6.26500, -0.39100], [-0.50350, 8.03970, -0.06320], [1.88250, 7.43090, 0.13650], [2.56200, 5.07740, 0.10330], [-3.82890, -1.60770, -0.02680], [-4.39680, -0.35680, 0.01230], [-5.71050, 0.08480, -0.03820], [-5.91400, 1.44850, 0.01370], [-4.84820, 2.34610, 0.13170], [-3.54350, 1.91400, 0.19260], [-3.31470, 0.54690, 0.11380], [-2.14680, -0.16590, 0.11870], [-2.48790, -1.44170, 0.03490], [-1.45630, -2.43940, 0.01190], [-1.51560, -3.80670, -0.00510], [0.06400, -4.46610, -0.01860], [0.70730, -2.87590, -0.00270], [-0.18330, -1.94030, 0.01240], [-4.32560, -2.48000, -0.09890], [-6.53320, -0.60660, -0.11790], [-6.91960, 1.83350, -0.03230], [-5.06470, 3.40010, 0.17600], [-2.71480, 2.58810, 0.30590], [-2.38170, -4.43680, -0.00560], [1.76310, -2.68450, -0.00350]],
  "mulliken_charge": [0.10, -1.19, -0.72, 0.13, -1.00, -1.01, 0.50, -0.15, 0.11, 0.02, -0.88, 0.35, -0.27, -0.69, -0.42, -0.74, 0.00, 0.36, 0.30, 0.41, 0.46, 0.44, 0.38, 0.55, 0.33, 0.39, 0.29, 0.38, 0.41, 0.40, 0.43, 0.22, 0.00, 0.55, -1.09, -0.47, -0.44, -0.50, 0.52, -0.25, 0.49, -0.02, -0.08, -0.06, 0.01, -0.20, 0.22, 0.40, 0.40, 0.44, 0.49, 0.40, 0.33]
}